(i)
Formula: C24H68O10
Source: OMol25
Level of theory: wB97M-V/def2-TZVPD

The value obtained for the frontier orbital gap is 10.396 eV. The value obtained for the LUMO energy is 0.35 eV. The calculation puts the HOMO energy at -10.047 eV. The SMILES is CC(C)O.CC(C)O.CC(C)O.CC(C)O.CC(C)O.CC(C)O.CC(C)O.CC(C)O.O.O.

Last column: Mulliken charge in e.
Positions of all 102 atoms, in Å:
C  -3.43  -3.16  -1.33  -0.83
C  -3.64  -3.68  0.08  1.11
C  -5.12  -3.42  0.52  -1.35
O  -3.52  -5.16  0.07  -0.59
H  -3.46  -2.03  -1.38  0.25
H  -4.21  -3.56  -1.96  0.35
H  -2.39  -3.52  -1.69  0.10
H  -2.97  -3.21  0.84  -0.32
H  -5.81  -3.60  -0.27  0.37
H  -5.14  -2.42  0.94  0.24
H  -5.33  -4.09  1.34  0.38
H  -2.63  -5.43  -0.23  0.32
C  -4.43  2.62  0.40  -1.34
C  -4.18  1.42  1.23  1.02
C  -3.73  1.76  2.63  -1.14
O  -5.30  0.56  1.47  -0.54
H  -5.03  3.28  0.99  0.35
H  -4.91  2.42  -0.59  0.31
H  -3.49  3.12  0.25  0.26
H  -3.50  0.65  0.66  -0.17
H  -2.86  2.38  2.74  0.30
H  -3.61  0.83  3.21  0.23
H  -4.58  2.36  3.09  0.39
H  -6.01  1.03  1.98  0.32
C  -0.09  0.73  -4.65  -1.20
C  0.20  2.13  -4.06  0.57
C  -1.03  2.98  -4.08  -1.62
O  0.59  1.97  -2.72  0.11
H  0.84  0.17  -4.63  0.22
H  -0.36  0.79  -5.70  0.43
H  -0.86  0.28  -3.99  0.25
H  0.98  2.64  -4.60  0.40
H  -1.02  3.88  -3.47  0.37
H  -1.85  2.33  -3.75  0.34
H  -1.26  3.31  -5.09  0.40
H  1.41  1.50  -2.74  -0.05
C  5.04  1.10  -3.46  -1.33
C  4.44  -0.11  -2.81  0.63
C  5.03  -0.37  -1.50  -1.43
O  3.04  -0.12  -2.70  -0.19
H  4.80  2.00  -2.81  0.20
H  4.73  1.18  -4.54  0.31
H  6.14  0.93  -3.48  0.42
H  4.56  -1.00  -3.43  0.31
H  6.01  -0.79  -1.66  0.50
H  4.43  -1.09  -1.05  0.31
H  5.16  0.54  -0.87  0.27
H  2.78  0.24  -1.84  -0.31
C  -1.68  -4.21  4.68  -1.31
C  -1.61  -2.78  4.30  0.82
C  -2.76  -1.93  4.77  -1.09
O  -0.45  -2.20  4.94  -0.58
H  -2.50  -4.75  4.16  0.31
H  -2.01  -4.17  5.76  0.27
H  -0.71  -4.75  4.69  0.33
H  -1.52  -2.72  3.22  0.09
H  -2.79  -1.92  5.87  0.36
H  -3.73  -2.31  4.44  0.39
H  -2.61  -0.95  4.30  0.06
H  0.22  -2.33  4.26  0.35
C  2.09  4.00  2.96  -1.35
C  2.67  4.56  1.70  0.61
C  4.17  4.77  1.79  -1.40
O  2.50  3.58  0.58  -0.39
H  1.03  3.84  2.95  0.31
H  2.36  4.60  3.80  0.43
H  2.39  2.96  3.12  0.26
H  2.15  5.49  1.33  0.21
H  4.67  3.87  2.12  0.30
H  4.34  5.66  2.38  0.44
H  4.54  5.04  0.79  0.39
H  2.96  3.99  -0.17  0.12
C  2.65  -4.86  -1.67  -1.21
C  1.55  -4.27  -2.57  0.43
C  0.77  -3.19  -1.75  0.04
O  2.23  -3.49  -3.58  -0.59
H  3.24  -5.52  -2.27  0.39
H  2.16  -5.47  -0.89  0.34
H  3.32  -4.07  -1.27  0.17
H  0.95  -5.05  -3.07  0.35
H  -0.06  -2.72  -2.28  0.19
H  1.50  -2.42  -1.55  -0.51
H  0.33  -3.52  -0.76  0.31
H  2.35  -2.60  -3.29  0.31
C  1.87  -0.36  1.81  -1.45
C  1.47  -0.16  0.38  1.98
C  0.00  -0.01  0.12  -1.03
O  2.28  0.95  -0.14  -0.38
H  1.31  0.45  2.38  0.28
H  2.96  -0.19  1.93  0.38
H  1.49  -1.34  2.22  0.30
H  1.81  -0.95  -0.30  -1.04
H  -0.29  0.09  -0.96  0.10
H  -0.33  0.92  0.69  0.08
H  -0.50  -0.83  0.59  0.55
H  2.28  1.77  0.45  0.09
O  -0.05  3.96  -0.84  -0.73
H  0.78  3.87  -0.40  0.43
H  -0.07  3.17  -1.40  0.34
O  -1.46  4.44  1.72  -0.56
H  -1.53  5.40  1.78  0.27
H  -1.21  4.26  0.79  0.35

=====

(ii)
Formula: C24H68O10
Source: OMol25
Level of theory: wB97M-V/def2-TZVPD

The value obtained for the frontier orbital gap is 10.178 eV. The value obtained for the LUMO energy is 0.22 eV. The calculation puts the HOMO energy at -9.957 eV. The SMILES is CC(C)O.CC(C)O.CC(C)O.CC(C)O.CCO.CCO.CCO.CCO.CCO.CCO.

Last column: Mulliken charge in e.
Positions of all 102 atoms, in Å:
C  -1.19  -0.58  0.16  -0.83
C  -0.03  0.20  -0.46  0.34
O  1.13  -0.57  -0.40  -0.27
H  -2.08  0.06  0.23  -0.04
H  -0.98  -0.83  1.20  0.02
H  -1.51  -1.46  -0.38  0.51
H  0.19  1.13  0.07  0.03
H  -0.30  0.45  -1.49  0.11
H  1.83  -0.03  -0.79  0.08
C  5.65  -1.54  -1.76  -0.74
C  5.64  -0.65  -0.49  0.20
O  6.37  -1.32  0.52  -0.56
H  5.34  -2.57  -1.58  0.16
H  6.69  -1.62  -2.10  0.34
H  5.04  -1.01  -2.49  0.15
H  4.59  -0.41  -0.30  -0.01
H  6.01  0.33  -0.76  0.12
H  5.79  -1.98  0.91  0.34
C  2.85  3.49  1.07  -0.99
C  4.16  3.90  0.39  -0.31
O  4.56  2.77  -0.37  -0.42
H  2.03  3.37  0.37  0.03
H  2.47  4.26  1.74  0.45
H  2.88  2.60  1.69  0.32
H  4.86  4.08  1.21  0.38
H  4.04  4.83  -0.16  0.31
H  5.51  2.86  -0.50  0.22
C  1.40  -1.23  4.19  -1.00
C  0.09  -1.36  5.03  0.81
O  0.32  -1.93  6.34  -0.58
H  1.18  -0.79  3.22  0.12
H  1.80  -2.21  3.92  0.32
H  2.17  -0.60  4.64  0.37
H  -0.58  -2.06  4.53  -0.47
H  -0.35  -0.36  4.95  0.13
H  -0.52  -2.36  6.49  0.34
C  -5.83  1.10  -1.93  -1.27
C  -4.93  0.01  -1.28  0.68
O  -5.14  -1.21  -1.90  -0.57
H  -5.54  2.03  -1.44  0.25
H  -6.87  0.81  -1.78  0.37
H  -5.68  1.20  -3.00  0.33
H  -5.14  -0.14  -0.22  -0.07
H  -3.88  0.27  -1.40  -0.04
H  -4.83  -1.89  -1.31  0.32
C  -1.72  -4.38  1.66  -1.02
C  -2.24  -3.76  2.95  0.48
O  -3.63  -3.80  3.07  -0.61
H  -1.91  -3.74  0.80  0.12
H  -2.17  -5.35  1.47  0.40
H  -0.64  -4.48  1.72  0.31
H  -1.94  -2.72  3.03  -0.49
H  -1.86  -4.29  3.82  0.44
H  -3.84  -3.47  3.95  0.33
C  2.10  1.11  -4.08  -1.42
C  2.94  1.93  -3.16  0.75
C  2.39  3.33  -3.10  -1.22
O  2.84  1.31  -1.92  -0.09
H  1.06  1.05  -3.74  0.19
H  2.49  0.09  -4.18  0.29
H  2.00  1.56  -5.07  0.48
H  3.98  1.99  -3.47  0.16
H  2.20  3.65  -4.12  0.47
H  3.03  4.00  -2.53  0.18
H  1.41  3.22  -2.63  0.12
H  3.49  1.69  -1.32  0.04
C  -4.07  -0.36  2.75  -1.02
C  -2.98  0.20  3.60  2.02
C  -2.29  1.41  2.97  -1.20
O  -3.59  0.65  4.82  -0.64
H  -4.89  0.32  2.50  0.29
H  -4.47  -1.12  3.42  0.18
H  -3.68  -0.87  1.87  0.19
H  -2.28  -0.61  3.80  -0.96
H  -2.99  2.25  2.94  0.38
H  -1.91  1.18  1.98  0.03
H  -1.38  1.77  3.44  0.40
H  -3.81  -0.08  5.39  0.36
C  0.56  -4.77  -1.14  -0.98
C  1.38  -4.63  -2.44  0.46
C  2.54  -3.66  -2.23  -1.15
O  1.86  -5.92  -2.83  -0.57
H  0.30  -3.80  -0.72  0.01
H  1.21  -5.26  -0.41  0.37
H  -0.35  -5.36  -1.21  0.44
H  0.81  -4.20  -3.26  0.23
H  3.30  -4.14  -1.60  0.34
H  2.23  -2.78  -1.66  0.13
H  2.98  -3.30  -3.15  0.45
H  2.50  -5.88  -3.54  0.32
C  -2.23  4.36  -0.62  -1.31
C  -2.08  3.84  -2.07  0.95
C  -3.39  4.14  -2.83  -1.22
O  -1.04  4.46  -2.71  -0.50
H  -3.04  3.92  -0.04  0.34
H  -2.42  5.44  -0.57  0.36
H  -1.33  4.20  -0.01  0.27
H  -1.89  2.77  -2.11  -0.05
H  -4.15  3.46  -2.44  0.00
H  -3.43  3.99  -3.90  0.44
H  -3.78  5.15  -2.66  0.39
H  -1.40  5.28  -3.05  0.34

=====

Last place for stability: (ii)

=====

(i)
Formula: C4H30N2O10
Source: OMol25
Level of theory: wB97M-V/def2-TZVPD

The value obtained for the frontier orbital gap is 9.240 eV. The value obtained for the LUMO energy is 0.17 eV. The calculation puts the HOMO energy at -9.068 eV. The SMILES is NCCCNCO.O.O.O.O.O.O.O.O.O.

Last column: Mulliken charge in e.
Positions of all 46 atoms, in Å:
C  -1.36  -1.71  1.10  -0.52
C  -0.28  -2.11  2.06  -0.80
C  1.22  -1.91  1.66  -0.59
N  1.49  -1.07  0.46  -0.38
N  -1.41  -0.19  1.10  0.46
C  -2.66  0.45  1.40  -0.52
O  -3.54  0.39  0.26  -0.61
H  -1.19  -1.99  0.06  0.15
H  -2.31  -2.09  1.48  0.60
H  -0.45  -1.59  3.01  0.35
H  -0.35  -3.17  2.34  0.38
H  1.56  -1.33  2.52  0.27
H  1.72  -2.85  1.48  0.42
H  0.96  -0.21  0.45  0.12
H  1.15  -1.66  -0.29  0.31
H  -1.03  0.03  0.19  -0.55
H  -3.13  -0.19  2.16  0.40
H  -2.50  1.52  1.58  0.27
H  -3.50  1.25  -0.18  0.33
H  -1.42  0.93  -1.42  0.35
H  -1.06  2.42  -1.96  0.30
O  -1.50  1.90  -1.26  -0.63
H  0.29  1.75  1.91  0.25
H  0.21  1.96  0.43  0.26
O  0.85  2.01  1.16  -0.57
H  2.46  1.32  -0.01  0.17
H  3.59  0.45  -0.65  0.33
O  3.20  1.34  -0.62  -0.65
H  2.22  3.03  3.40  0.28
H  2.40  3.05  1.82  0.34
O  2.84  2.95  2.67  -0.64
H  -0.24  -4.71  -1.56  0.30
H  -0.58  -3.33  -2.20  0.34
O  -0.89  -3.97  -1.52  -0.63
H  -3.10  -0.44  -1.38  0.31
H  -2.56  -0.98  -2.74  0.21
O  -2.29  -0.60  -1.92  -0.49
H  1.77  1.10  -1.61  0.49
H  0.96  1.21  -3.00  0.22
O  1.10  0.68  -2.20  -0.55
H  1.23  3.36  -0.39  0.31
H  2.73  3.69  -0.70  0.30
O  1.87  3.52  -1.08  -0.61
H  -0.07  -1.08  -2.31  0.31
H  1.22  -1.31  -2.94  0.34
O  0.40  -1.81  -2.74  -0.72

=====

(ii)
Formula: C4H30N2O10
Source: OMol25
Level of theory: wB97M-V/def2-TZVPD

The value obtained for the frontier orbital gap is 8.735 eV. The value obtained for the LUMO energy is -0.01 eV. The calculation puts the HOMO energy at -8.749 eV. The SMILES is C[C@H](CO)NCN.O.O.O.O.O.O.O.O.O.

Last column: Mulliken charge in e.
Positions of all 46 atoms, in Å:
C  0.69  1.02  1.60  -1.18
C  0.02  -0.34  1.36  -0.37
C  0.12  -0.84  -0.12  0.58
O  1.22  -1.75  -0.16  -0.54
N  -1.44  -0.12  1.43  0.30
C  -2.05  -0.42  2.78  -0.56
N  -3.38  0.16  2.83  -0.58
H  0.32  1.43  2.56  0.41
H  0.73  1.75  0.78  0.07
H  1.77  0.87  1.83  0.34
H  0.61  -1.03  2.03  0.58
H  -0.71  -1.47  -0.46  -0.07
H  0.33  0.09  -0.66  -0.27
H  1.07  -2.53  -0.71  0.37
H  -1.64  0.86  1.24  0.10
H  -1.52  0.02  3.69  0.30
H  -2.08  -1.52  2.94  0.33
H  -3.36  1.10  2.46  0.26
H  -4.11  -0.42  2.48  0.24
H  1.43  2.54  -3.13  0.36
H  0.30  2.57  -2.02  0.33
O  0.79  3.11  -2.68  -0.75
H  -3.04  -1.32  0.30  0.26
H  -2.76  -2.19  -0.94  0.29
O  -3.31  -1.43  -0.63  -0.82
H  -2.31  3.26  0.06  0.29
H  -2.53  1.76  -0.33  0.37
O  -2.37  2.38  0.42  -0.71
H  1.44  -0.39  -4.79  0.31
H  1.87  -1.26  -3.54  0.31
O  2.03  -0.47  -4.05  -0.61
H  2.54  -1.81  1.36  0.31
H  3.89  -1.88  1.94  0.31
O  3.08  -2.40  1.92  -0.66
H  -2.88  0.09  -1.62  0.39
H  -3.05  1.27  -2.45  0.30
O  -2.37  0.87  -1.89  -0.60
H  1.30  -4.97  -0.95  0.31
H  0.48  -4.39  0.15  0.33
O  0.64  -4.27  -0.79  -0.67
H  3.49  1.47  -0.45  0.35
H  3.81  -0.07  -0.48  0.31
O  4.16  0.80  -0.29  -0.63
H  1.48  3.29  -0.90  0.38
H  2.87  3.33  -1.49  0.31
O  2.43  3.27  -0.64  -0.67

=====

(iii)
Formula: C4H30N2O10
Source: OMol25
Level of theory: wB97M-V/def2-TZVPD

The value obtained for the frontier orbital gap is 9.118 eV. The value obtained for the LUMO energy is 0.20 eV. The calculation puts the HOMO energy at -8.917 eV. The SMILES is [H]/N=C/NCCC.O.O.O.O.O.O.O.O.O.O.

Last column: Mulliken charge in e.
Positions of all 46 atoms, in Å:
C  3.04  0.48  0.13  -1.08
C  2.37  -0.84  0.57  -0.45
C  0.92  -0.96  -0.04  -0.41
N  0.04  0.00  0.74  0.55
C  -0.20  1.20  0.12  -0.86
N  -1.24  1.87  0.54  -0.53
H  4.13  0.47  0.21  0.41
H  2.96  0.56  -0.96  0.31
H  2.64  1.44  0.56  0.14
H  2.41  -0.94  1.67  0.29
H  2.97  -1.64  0.08  0.35
H  0.87  -0.73  -1.10  0.37
H  0.72  -2.02  0.26  0.24
H  -0.53  -0.26  1.55  0.38
H  0.53  1.38  -0.71  0.28
H  -1.36  2.82  0.23  0.27
H  -1.84  -3.70  -2.01  0.29
H  -1.80  -2.49  -0.88  0.32
O  -1.48  -3.33  -1.20  -0.64
H  0.51  3.50  -1.06  0.30
H  -0.11  3.97  -2.50  0.28
O  -0.27  3.66  -1.61  -0.60
H  0.40  3.96  1.35  0.31
H  1.30  2.66  1.61  0.28
O  1.07  3.38  0.98  -0.62
H  0.32  -3.94  -1.94  0.36
H  1.58  -3.01  -1.96  0.33
O  1.22  -3.83  -2.28  -0.65
H  0.07  0.64  -3.04  0.27
H  -0.80  -0.62  -2.73  0.42
O  -0.01  -0.30  -3.18  -0.65
H  -2.78  1.00  0.92  0.33
H  -4.19  1.42  1.33  0.27
O  -3.58  0.68  1.39  -0.67
H  -0.67  -2.13  2.12  0.31
H  -0.72  -3.51  1.35  0.30
O  -0.18  -2.92  1.89  -0.67
H  2.28  0.88  2.76  0.25
H  2.23  2.09  3.69  0.28
O  1.80  1.70  2.90  -0.57
H  -1.73  1.35  -2.07  0.30
H  -2.31  0.36  -0.95  0.36
O  -2.13  0.49  -1.88  -0.80
H  -2.81  -0.97  0.61  0.30
H  -3.16  -2.02  1.60  0.27
O  -2.49  -1.81  0.93  -0.51

=====

Last place for stability: (ii)

=====

(i)
Formula: C5H8O4
Source: OMol25
Level of theory: wB97M-V/def2-TZVPD

The value obtained for the frontier orbital gap is 7.538 eV. As for the total charge: -2. The value obtained for the LUMO energy is 6.40 eV. The calculation puts the HOMO energy at -1.135 eV.

Last column: Mulliken charge in e.
Positions of all 17 atoms, in Å:
C  1.71  0.05  0.50  0.02
C  3.24  -0.02  0.67  -1.00
C  1.21  1.33  1.19  0.31
O  0.28  1.92  0.62  -0.70
O  1.74  1.64  2.29  -0.77
H  1.43  0.01  -0.60  0.17
H  1.17  -0.74  1.11  0.13
H  3.53  -0.60  1.63  0.18
H  3.85  1.00  0.78  0.20
H  3.70  -0.56  -0.05  0.45
C  -2.61  -0.10  -0.51  -0.80
C  -2.04  -1.30  -1.42  0.55
O  -1.37  -1.09  -2.47  -0.74
O  -2.46  -2.39  -1.00  -0.72
H  -2.14  -0.09  0.39  0.21
H  -3.68  -0.27  -0.37  0.29
H  -2.48  0.89  -0.98  0.22

=====

(ii)
Formula: C5H8O4
Source: OMol25
Level of theory: wB97M-V/def2-TZVPD

The value obtained for the frontier orbital gap is 7.798 eV. As for the total charge: -2. The value obtained for the LUMO energy is 6.21 eV. The calculation puts the HOMO energy at -1.593 eV.

Last column: Mulliken charge in e.
Positions of all 17 atoms, in Å:
C  2.25  -2.06  -0.39  -0.72
C  3.12  -2.81  0.64  0.51
O  3.86  -2.13  1.39  -0.72
O  3.06  -4.08  0.57  -0.75
H  1.95  -1.06  -0.07  0.22
H  1.26  -2.50  -0.44  0.25
H  2.77  -2.25  -1.32  0.21
C  -2.47  1.79  -0.16  -0.29
C  -1.21  1.70  -1.02  -0.97
C  -2.10  1.51  1.36  0.47
O  -2.48  0.43  1.84  -0.73
O  -1.44  2.44  1.86  -0.74
H  -2.75  2.85  -0.06  0.19
H  -3.30  1.21  -0.56  0.29
H  -0.68  0.75  -0.85  0.19
H  -0.44  2.42  -0.72  0.28
H  -1.41  1.80  -2.08  0.31

=====

(iii)
Formula: C5H8O4
Source: OMol25
Level of theory: wB97M-V/def2-TZVPD

The value obtained for the frontier orbital gap is 7.796 eV. As for the total charge: -2. The value obtained for the LUMO energy is 6.63 eV. The calculation puts the HOMO energy at -1.167 eV.

Last column: Mulliken charge in e.
Positions of all 17 atoms, in Å:
C  0.06  0.34  -1.81  -0.46
C  0.96  -0.45  -2.82  0.42
O  1.55  -1.46  -2.39  -0.70
O  0.88  0.00  -4.00  -0.76
H  -0.94  0.64  -2.11  0.29
H  0.53  1.21  -1.33  0.24
H  0.07  -0.36  -0.95  -0.15
C  0.18  -0.40  1.57  -0.35
C  -1.27  -0.32  0.89  -1.24
C  0.48  0.90  2.32  0.48
O  0.28  1.99  1.74  -0.71
O  0.87  0.68  3.51  -0.78
H  0.17  -1.23  2.26  0.29
H  0.85  -0.64  0.75  0.34
H  -1.52  -1.29  0.47  0.32
H  -1.16  0.54  0.24  0.32
H  -1.99  -0.15  1.67  0.46

=====

Last place for stability: (i)